ORCA calculation (ωB97M-V with the def2-TZVPD basis set) on the molecule C8H13IN2O2Si.

## Properties
**E_tot**: -1159.6932 Ha
**Energy relative to the best compared isomer or geometry (same formula, charge and spin)**: 34.24 kcal per mole
**HOMO energy**: -8.182 eV
**Lowest unoccupied orbital energy**: 0.61 eV

```
! RIJCOSX wB97M-V def2-TZVPD def2/J DEFGRID3
* xyz 0 1
C -0.61 0.81 1.05
C 0.69 0.96 1.44
C -0.07 -0.62 -0.49
C 1.13 2.06 2.36
C 3.14 3.00 3.33
C -0.57 -3.06 -1.92
C -1.02 -0.38 -3.43
C -3.07 -1.49 -1.01
N 1.15 -0.63 -0.14
N 1.63 0.18 0.76
O 0.38 2.76 3.03
O 2.45 2.12 2.41
Si -1.28 -1.36 -1.71
I -2.24 1.75 1.70
H 4.03 2.48 3.84
H 2.56 3.32 4.24
H 3.46 3.90 2.82
H 0.42 -3.04 -2.23
H -0.60 -3.56 -0.87
H -0.98 -3.72 -2.79
H -0.88 0.69 -3.23
H -0.15 -0.84 -3.76
H -1.91 -0.66 -4.05
H -2.85 -1.74 0.04
H -3.68 -0.61 -1.09
H -3.72 -2.32 -1.45
H 2.59 0.01 1.13
*
```

ORCA calculation (ωB97M-V with the def2-TZVPD basis set) on the molecule C8H13N.

## Properties
**E_tot**: -367.2619 Ha
**Energy relative to the best compared isomer or geometry (same formula, charge and spin)**: 72.33 kcal per mole
**HOMO energy**: -7.807 eV
**Lowest unoccupied orbital energy**: 1.14 eV

```
! RIJCOSX wB97M-V def2-TZVPD def2/J DEFGRID3
* xyz 0 1
C -2.65 0.07 1.17
C -1.71 0.79 0.25
C -0.69 -0.06 -0.51
C 0.23 -0.04 -1.70
C 1.65 -0.18 -1.07
C 1.94 -1.33 -0.15
C 1.90 0.09 0.37
N 0.83 0.59 1.27
C -0.25 1.02 0.40
H -2.19 -0.77 1.73
H -3.04 0.83 1.85
H -3.51 -0.27 0.58
H -2.18 1.54 -0.35
H -0.72 -1.08 -0.08
H -0.02 -0.87 -2.34
H 0.24 0.88 -2.30
H 2.49 0.17 -1.68
H 2.94 -1.73 -0.16
H 1.18 -2.05 0.12
H 2.86 0.52 0.63
H 0.60 -0.06 1.99
H 0.09 1.95 -0.04
*
```

ORCA calculation (ωB97M-V with the def2-TZVPD basis set) on the molecule C8H13N.

## Properties
**E_tot**: -367.1871 Ha
**Energy relative to the best compared isomer or geometry (same formula, charge and spin)**: 119.23 kcal per mole
**HOMO energy**: -8.629 eV
**Lowest unoccupied orbital energy**: 1.03 eV

```
! RIJCOSX wB97M-V def2-TZVPD def2/J DEFGRID3
* xyz 0 1
C -2.67 -0.16 0.49
C -1.46 -0.26 -0.01
C -0.55 -1.43 0.33
C 1.15 -1.36 0.40
C 1.31 0.09 -0.02
C 1.11 1.03 1.16
C 1.63 0.77 -1.30
N 0.48 0.12 -1.28
C -0.88 0.76 -1.12
H -3.35 0.57 0.25
H -2.91 -0.82 1.37
H -1.10 -1.94 1.27
H -0.70 -1.97 -0.55
H 1.28 -2.07 -0.54
H 1.71 -1.76 1.25
H 1.30 2.16 0.95
H 1.87 0.64 1.94
H -0.05 0.85 1.48
H 2.34 0.27 -1.99
H 1.73 1.96 -1.52
H -1.55 0.80 -1.96
H -0.69 1.75 -0.61
*
```

ORCA calculation (ωB97M-V with the def2-TZVPD basis set) on a 2-piece molecular cluster, C8H13N2 overall.

## Properties
**E_tot**: -421.7036 Ha
**Energy relative to the best compared isomer or geometry (same formula, charge and spin)**: 146.42 kcal per mole
**HOMO energy (spin up / spin down)**: -11.367 / -11.844 eV
**Lowest unoccupied orbital energy (spin up / spin down)**: -4.32 / -3.53 eV

```
! RIJCOSX wB97M-V def2-TZVPD def2/J DEFGRID3
* xyz 1 1
C -3.67 -0.36 -0.81
C -2.69 0.48 -1.17
C -2.28 -0.12 0.86
C 1.25 -0.24 -0.83
C 2.25 0.04 -0.10
C 3.20 -1.23 -0.24
C 2.45 0.88 1.15
C -0.68 1.39 -0.14
N -3.33 -0.85 0.41
N -1.75 0.58 -0.19
H -4.37 -0.91 -1.40
H -2.67 0.80 -2.21
H -1.84 -0.18 1.86
H 0.99 -0.89 -1.63
H 4.16 -1.00 0.14
H 2.82 -1.93 0.41
H 3.26 -1.70 -1.19
H 1.82 0.42 1.92
H 3.57 0.84 1.51
H 2.06 1.92 1.11
H -0.61 1.95 -1.09
H -0.04 1.54 0.62
H -3.90 -1.44 1.01
*
```

ORCA calculation (ωB97M-V with the def2-TZVPD basis set) on a 2-piece molecular cluster, C8H13N2 overall.

## Properties
**E_tot**: -421.7381 Ha
**Energy relative to the best compared isomer or geometry (same formula, charge and spin)**: 124.72 kcal per mole
**HOMO energy (spin up / spin down)**: -11.714 / -11.713 eV
**Lowest unoccupied orbital energy (spin up / spin down)**: -4.62 / -4.62 eV

```
! RIJCOSX wB97M-V def2-TZVPD def2/J DEFGRID3
* xyz 1 1
C 3.89 1.52 1.36
C 1.52 1.47 1.05
C 0.38 1.47 0.30
C 2.84 1.64 0.53
C -1.83 0.68 1.02
C -3.19 -1.60 -0.17
C 3.00 1.90 -0.94
C -2.46 -2.84 -0.48
N -0.80 1.21 0.82
N -4.47 -1.64 -0.31
H 4.90 1.60 0.99
H 3.77 1.32 2.41
H 1.42 1.28 2.11
H 0.38 1.67 -0.77
H -2.77 0.66 1.50
H 2.62 1.05 -1.51
H 4.05 2.03 -1.19
H 2.46 2.79 -1.24
H -3.10 -3.73 -0.46
H -1.61 -2.98 0.19
H -2.07 -2.73 -1.49
H -5.05 -0.82 -0.17
H -4.97 -2.48 -0.61
*
```

ORCA calculation (ωB97M-V with the def2-TZVPD basis set) on an isolated ion of composition C8H13N2O2 and charge +1.

## Properties
**E_tot**: -572.1394 Ha
**Energy relative to the best compared isomer or geometry (same formula, charge and spin)**: 173.66 kcal per mole
**HOMO energy (spin up / spin down)**: -12.311 / -12.310 eV
**Lowest unoccupied orbital energy (spin up / spin down)**: -6.28 / -6.28 eV

```
! RIJCOSX wB97M-V def2-TZVPD def2/J DEFGRID3
* xyz 1 1
C 1.40 0.13 0.34
C -1.16 0.41 0.30
C -2.46 0.06 -0.03
C 0.03 -0.40 0.40
C 2.86 1.97 0.09
C 3.75 0.81 -0.46
C -0.36 -1.92 0.44
C -4.75 0.59 -0.09
N 2.38 -0.94 0.28
N 1.66 1.40 0.42
O -3.42 0.95 0.19
O 3.69 -0.28 0.33
H -1.13 1.46 0.42
H -2.88 -0.90 -0.46
H 3.37 2.65 0.88
H 2.85 2.53 -0.80
H 3.11 0.80 -1.38
H 4.79 1.01 -0.75
H -0.11 -2.40 -0.53
H 0.12 -2.40 1.30
H -1.51 -1.77 0.59
H -5.45 1.42 -0.30
H -4.78 0.00 -1.09
H -5.24 -0.02 0.73
H 2.14 -1.96 0.18
*
```

ORCA calculation (ωB97M-V with the def2-TZVPD basis set) on an isolated ion of composition C8H13N2O5 and charge -1.

## Properties
**E_tot**: -798.2576 Ha
**Energy relative to the best compared isomer or geometry (same formula, charge and spin)**: 3.15 kcal per mole
**HOMO energy**: -3.883 eV
**Lowest unoccupied orbital energy**: 3.22 eV

```
! RIJCOSX wB97M-V def2-TZVPD def2/J DEFGRID3
* xyz -1 1
C 3.32 -2.31 -0.41
O 2.73 -1.04 -0.73
C 2.86 0.16 -0.06
O 3.81 0.35 0.61
C 1.81 1.15 -0.45
C 0.68 1.13 0.55
C -0.48 2.02 0.02
C -1.40 1.08 -0.64
N -1.15 -0.26 -0.05
N -2.22 -1.15 0.06
O -2.86 -1.11 -1.15
C -3.50 -0.61 1.00
O -4.14 0.26 0.26
C 0.01 -0.30 0.70
O 0.52 -1.13 1.45
H 3.78 -2.25 0.50
H 4.12 -2.60 -1.14
H 2.55 -3.01 -0.43
H 2.38 2.12 -0.59
H 1.44 0.77 -1.51
H 1.17 1.50 1.41
H -0.10 2.96 -0.70
H -0.99 2.52 0.95
H -2.41 1.18 -0.37
H -1.21 0.99 -1.66
H -3.66 -0.52 -0.79
H -3.96 -1.64 1.26
H -3.10 -0.25 1.92
*
```

ORCA calculation (ωB97M-V with the def2-TZVPD basis set) on C8H13N2S as an isolated structure.

## Properties
**E_tot**: -819.9497 Ha
**Energy relative to the best compared isomer or geometry (same formula, charge and spin)**: 80.98 kcal per mole
**HOMO energy**: -12.554 eV
**Lowest unoccupied orbital energy**: -5.60 eV

```
! RIJCOSX wB97M-V def2-TZVPD def2/J DEFGRID3
* xyz 1 1
C 3.42 1.41 0.71
C 2.37 2.20 0.20
C 3.18 0.09 0.95
C 1.18 1.64 -0.30
C 1.91 -0.47 0.67
C 0.89 0.29 0.08
C -1.74 1.69 1.18
C -0.36 -0.25 -0.20
N -0.16 -2.06 -0.91
N -4.14 -2.72 -1.36
S -1.88 0.27 0.03
H 4.47 1.71 0.81
H 2.45 3.21 -0.16
H 3.98 -0.55 1.31
H 0.33 2.22 -0.64
H 1.67 -1.53 0.94
H -2.13 2.56 0.64
H -0.75 1.70 1.47
H -2.30 1.66 2.03
H 0.88 -2.07 -1.14
H -0.76 -2.03 -1.72
H -4.37 -2.46 -2.30
H -3.23 -3.29 -1.26
H -4.91 -3.21 -1.03
*
```

ORCA calculation (ωB97M-V with the def2-TZVPD basis set) on the molecule C8H13N5O.

## Properties
**E_tot**: -661.3288 Ha
**Energy relative to the best compared isomer or geometry (same formula, charge and spin)**: 216.58 kcal per mole
**HOMO energy**: -8.837 eV
**Lowest unoccupied orbital energy**: -0.62 eV

```
! RIJCOSX wB97M-V def2-TZVPD def2/J DEFGRID3
* xyz 0 1
C 4.72 0.26 -0.26
C 3.55 -0.83 0.06
C 2.30 -0.42 0.81
N 1.55 0.49 -0.01
C 0.13 0.83 0.29
N -0.02 2.19 0.10
C -1.45 2.46 -0.12
N -2.52 1.56 -0.37
C -2.26 0.24 -0.02
N -3.37 -0.61 -0.23
C -3.41 -1.95 0.45
C -0.86 -0.16 0.32
N -0.52 -1.44 -0.45
O 0.64 -1.64 -0.72
H 5.50 -0.54 -0.80
H 5.44 0.42 0.73
H 4.41 1.18 -0.78
H 4.17 -1.61 0.36
H 3.31 -1.16 -1.03
H 1.58 -1.38 0.68
H 2.62 -0.09 1.92
H 1.99 1.35 0.20
H -1.46 3.56 0.21
H -4.26 0.09 -0.38
H -4.73 -1.82 0.58
H -2.77 -2.78 -0.13
H -2.98 -2.00 1.70
*
```

ORCA calculation (ωB97M-V with the def2-TZVPD basis set) on a 2-piece molecular cluster, C8H13NO overall.

## Properties
**E_tot**: -442.4020 Ha
**Energy relative to the best compared isomer or geometry (same formula, charge and spin)**: 142.57 kcal per mole
**HOMO energy**: -8.576 eV
**Lowest unoccupied orbital energy**: 0.99 eV

```
! RIJCOSX wB97M-V def2-TZVPD def2/J DEFGRID3
* xyz 0 1
C -1.65 -1.79 0.36
C -0.45 -1.80 0.41
C 0.98 -1.75 0.21
C 1.63 -0.68 -0.33
C 3.09 -0.78 -0.48
C 1.22 0.71 -0.58
C 0.94 1.56 0.69
H -2.64 -2.09 0.26
H 1.30 -2.78 0.46
H 3.62 0.17 0.04
H 3.39 -1.77 -0.15
H 3.23 -0.83 -1.48
H 0.29 0.69 -1.26
H 1.98 1.32 -1.14
H 0.35 0.88 1.32
H 0.46 2.52 0.61
H 1.97 1.87 1.04
C -4.16 0.83 0.01
N -3.09 0.17 0.13
O -1.97 1.03 0.16
H -4.28 1.86 -0.22
H -5.00 0.18 0.00
H -1.22 0.48 -0.07
*
```